No. 1
Entry from the OMol25 dataset: a single CH2BrOP molecule at a distorted geometry (ωB97M-V with the def2-TZVPD basis set).

CARTESIAN COORDINATES (ANGSTROEM)
C -0.674 -0.866 0.401
O 1.865 1.503 -1.087
P 0.504 1.108 -1.489
Br -0.776 1.016 0.715
H 0.354 -1.248 0.553
H -1.273 -1.513 0.906

Properties
Highest occupied orbital energy (spin up / spin down) in eV: -7.35 / -9.01
2S+1: 1
Kohn-Sham gap (spin up / spin down) in eV: 6.09 / 8.48
ΔE to the lowest compared entry with this formula, charge and spin in kJ/mol: 262.6

How is the electron density shared among the atoms? According to natural (NBO), the charges in e are:
1 C -0.629
2 O -0.996
3 P 1.101
4 Br 0.154
5 H 0.188
6 H 0.182

No. 2
Entry from the OMol25 dataset: a single CH2Cl2 molecule (ωB97M-V with the def2-TZVPD basis set).

CARTESIAN COORDINATES (ANGSTROEM)
Cl 7.276 -12.395 -12.234
C 5.555 -12.100 -12.020
Cl 4.743 -13.448 -11.204
H 5.425 -11.221 -11.403
H 5.112 -11.982 -13.000

Properties
Highest occupied orbital energy in eV: -11.08
2S+1: 1
Kohn-Sham gap in eV: 12.09
ΔE to the lowest compared entry with this formula, charge and spin in kJ/mol: 0.0

How is the electron density shared among the atoms? According to natural (NBO), the charges in e are:
1 Cl -0.019
2 C -0.396
3 Cl -0.029
4 H 0.222
5 H 0.222

No. 3
Entry from the OMol25 dataset: a single CH2Cl2 molecule at a distorted geometry (ωB97M-V with the def2-TZVPD basis set).

CARTESIAN COORDINATES (ANGSTROEM)
Cl 49.073 9.656 9.067
C 50.186 10.998 8.763
Cl 50.872 11.561 10.334
H 51.047 10.580 8.261
H 49.704 11.834 8.280

Properties
Highest occupied orbital energy in eV: -11.05
2S+1: 1
Kohn-Sham gap in eV: 12.02
ΔE to the lowest compared entry with this formula, charge and spin in kJ/mol: 5.9

How is the electron density shared among the atoms? According to natural (NBO), the charges in e are:
1 Cl -0.022
2 C -0.374
3 Cl -0.054
4 H 0.224
5 H 0.226

No. 4
Entry from the OMol25 dataset: a molecular structure, CH2Cl2N2O2 at a distorted geometry (ωB97M-V with the def2-TZVPD basis set).

CARTESIAN COORDINATES (ANGSTROEM)
C -0.070 1.155 -0.686
N -0.516 -0.422 1.671
N 0.386 -0.086 -0.948
O 1.536 -0.411 -0.779
O -0.548 -1.029 -1.078
Cl -1.343 -1.638 0.864
Cl 1.081 -0.848 1.932
H 0.629 1.950 -0.452
H -1.154 1.329 -0.525

Properties
Highest occupied orbital energy (spin up / spin down) in eV: -9.56 / -10.06
2S+1: 1
Kohn-Sham gap (spin up / spin down) in eV: 7.27 / 8.28
ΔE to the lowest compared entry with this formula, charge and spin in kJ/mol: 371.5

natural (NBO) population analysis, charges in e, atoms 1 to 8:
1 C -0.096
2 N -0.427
3 N 0.346
4 O -0.426
5 O -0.408
6 Cl 0.360
7 Cl 0.221
8 H 0.210

No. 5
Entry from the OMol25 dataset: 2 unconnected molecules or ions with the total composition CH2Cl2O at a distorted geometry (ωB97M-V with the def2-TZVPD basis set).

CARTESIAN COORDINATES (ANGSTROEM)
C 0.225 0.120 0.572
O -0.389 0.445 -1.456
Cl 0.520 -1.546 0.544
Cl -1.146 0.656 1.337
H 1.071 0.757 0.776
H -0.281 -0.432 -1.773

Properties
Highest occupied orbital energy in eV: -10.17
2S+1: 1
Kohn-Sham gap in eV: 9.36
ΔE to the lowest compared entry with this formula, charge and spin in kJ/mol: 258.8

How is the electron density shared among the atoms? According to natural (NBO), the charges in e are:
1 C -0.079
2 O -0.811
3 Cl 0.094
4 Cl 0.138
5 H 0.226
6 H 0.433

No. 6
Entry from the OMol25 dataset: 2 unconnected molecules or ions with the total composition CH2Cl2S2 at a distorted geometry (ωB97M-V with the def2-TZVPD basis set).

CARTESIAN COORDINATES (ANGSTROEM)
C -0.354 0.602 0.141
S 0.640 -1.840 0.096
S 0.746 1.575 -0.846
Cl -1.857 0.319 -0.649
Cl -0.528 0.918 1.787
H -0.382 -2.623 -0.197
H 1.735 1.049 -0.333

Properties
Highest occupied orbital energy (spin up / spin down) in eV: -9.25 / -8.93
2S+1: 1
Kohn-Sham gap (spin up / spin down) in eV: 7.75 / 7.15
ΔE to the lowest compared entry with this formula, charge and spin in kJ/mol: 223.7

How is the electron density shared among the atoms? According to natural (NBO), the charges in e are:
1 C -0.303
2 S -0.269
3 S 0.147
4 Cl 0.075
5 Cl 0.119
6 H 0.115
7 H 0.116